{"formula": "C14H19N", "method": "the ωB97M-V functional and the def2-TZVPD basis", "e_tot_ha": -599.49051, "de_lowest_kcal_mol": 58.59, "e_lumo_ha": [0.02673, 0.02666], "orbital_gap_ev": [7.066, 7.066], "species": ["C", "C", "C", "C", "C", "C", "C", "C", "C", "C", "C", "C", "C", "C", "N", "H", "H", "H", "H", "H", "H", "H", "H", "H", "H", "H", "H", "H", "H", "H", "H", "H", "H", "H"], "coordinates": [[-3.411476, -1.537942, 0.155134], [-4.240030, -0.443812, -0.185970], [-2.074435, -1.349007, 0.357490], [-3.744821, 0.831270, -0.168510], [-1.571331, -0.062475, 0.273486], [-2.458784, 1.000794, 0.074734], [-0.462731, 2.010571, 0.411534], [-0.274191, 0.472118, 0.600951], [1.142779, -0.089629, 0.712993], [1.155828, -0.275162, -0.790932], [1.125980, -1.348079, 1.478912], [2.303222, 0.673970, 1.231069], [1.745035, 0.784984, -1.665172], [0.652824, -1.484352, -1.539139], [-1.820003, 2.231292, -0.047726], [-3.712465, -2.549028, 0.111174], [-5.238779, -0.511849, -0.294326], [-1.392751, -2.125302, 0.505179], [-4.452439, 1.686300, -0.202457], [-0.211595, 2.425441, 1.458747], [0.212647, 2.494039, -0.373120], [0.281356, -1.939293, 1.251992], [1.073258, -1.102869, 2.504232], [2.128393, -1.884375, 1.327550], [2.333712, 1.649704, 0.876123], [3.241072, 0.174539, 1.095143], [2.139144, 0.801739, 2.365256], [1.735957, 1.675089, -1.076191], [1.138211, 0.916296, -2.573154], [2.838007, 0.566364, -1.932986], [0.851952, -2.388400, -1.003804], [1.145784, -1.618543, -2.466280], [-0.395120, -1.289213, -1.773583], [-2.294228, 2.924220, 0.413415]], "atomic_forces_ev_per_a": [[-0.8, 0.8, -1.2], [2.7, -1.2, 1.4], [0.1, 1.4, -0.5], [-3.3, 0.5, 0.0], [0.3, -0.2, 1.4], [2.5, 0.6, -0.7], [2.1, 0.5, 0.8], [2.2, 2.1, -3.1], [-0.7, -1.6, -1.6], [-0.9, 0.5, 0.6], [2.1, -1.4, -0.3], [-1.1, 0.7, 3.2], [0.6, -0.6, 0.0], [-0.2, 1.1, 1.2], [1.5, -2.1, -0.2], [-0.9, -0.8, 0.1], [-3.2, -0.8, -0.5], [0.5, -1.3, 0.3], [0.7, -0.6, -0.4], [-0.5, 0.1, -1.5], [-0.4, -0.6, 1.3], [-0.5, -1.0, -0.3], [-0.1, 0.2, 1.3], [-1.5, 0.3, 0.1], [0.4, 1.8, -0.8], [0.4, -0.4, -0.3], [0.4, -0.2, -1.4], [0.3, 1.0, -0.2], [0.4, 0.1, 0.1], [-1.4, 0.2, 0.2], [-0.5, -0.7, 0.5], [0.7, 0.3, -1.0], [-0.4, -0.6, 0.1], [-1.2, 2.2, 1.2]]}